Record 1
{"formula": "C6H10NO", "method": "the ωB97M-V functional and the def2-TZVPD basis", "de_lowest_kj_mol": 224.2, "lumo_ev": 4.043, "gap_ev": 6.8, "total_charge": -1, "symbols": ["O", "N", "C", "C", "C", "C", "C", "C", "H", "H", "H", "H", "H", "H", "H", "H", "H", "H"], "positions_angstrom": [[-1.59, -1.95, 0.34], [-0.67, -0.59, -0.28], [1.26, 0.67, 0.08], [-1.14, 0.61, -0.06], [-0.05, 1.56, 0.37], [0.67, -0.73, 0.24], [-2.38, 1.10, -0.47], [1.33, -1.94, -0.45], [-2.62, 2.15, -0.41], [-0.05, 1.78, 1.53], [1.99, 1.00, 0.96], [1.64, 1.10, -0.83], [2.15, -2.45, 0.18], [1.87, -1.76, -1.38], [0.51, -2.61, -0.60], [-0.19, 2.59, -0.02], [0.56, -0.92, 1.30], [-3.29, 0.39, -0.50]]}



Record 2
{"formula": "C15H34Cl2CrN4O7S", "method": "the ωB97M-V functional and the def2-TZVPD basis", "de_lowest_kj_mol": 122.6, "lumo_ev": [-4.278, -3.727], "gap_ev": [7.9, 8.4], "multiplicity": 2, "total_charge": 1, "symbols": ["Cr", "Cl", "Cl", "S", "O", "O", "O", "O", "O", "O", "O", "N", "N", "N", "N", "C", "C", "C", "C", "C", "C", "C", "C", "C", "C", "C", "C", "C", "C", "C", "H", "H", "H", "H", "H", "H", "H", "H", "H", "H", "H", "H", "H", "H", "H", "H", "H", "H", "H", "H", "H", "H", "H", "H", "H", "H", "H", "H", "H", "H", "H", "H", "H", "H"], "positions_angstrom": [[-0.82, 0.58, 0.18], [-0.95, -0.97, 2.24], [-3.13, 0.41, 3.63], [-1.10, 2.41, 1.92], [-0.72, 1.87, 3.20], [-1.56, 3.76, 1.88], [0.05, 2.17, 0.96], [-2.14, 1.50, 1.25], [1.61, -0.20, 1.65], [1.22, 0.69, -0.89], [0.50, -1.82, -0.22], [1.69, -3.63, 0.43], [3.05, 2.02, -0.82], [-2.53, -0.77, -0.59], [-1.43, 1.75, -1.52], [-3.62, -0.78, 0.39], [-1.36, 3.17, -1.21], [-1.78, -0.70, 3.79], [2.44, 0.82, 1.19], [0.96, -4.50, -0.47], [2.58, -4.32, 1.33], [2.16, 1.18, -0.26], [2.95, 2.41, -2.21], [-2.85, 1.40, -1.67], [-0.72, 1.53, -2.78], [-2.21, -2.16, -0.90], [-3.01, -0.11, -1.81], [1.36, -2.33, 0.50], [4.03, 2.74, -0.04], [2.10, -1.52, 1.56], [2.39, 1.66, -2.76], [2.46, 3.38, -2.30], [-3.38, 1.73, -0.78], [0.29, -5.15, 0.09], [4.51, 3.47, -0.68], [-3.78, 0.21, 0.81], [0.39, -3.89, -1.16], [-1.89, -2.67, 0.00], [-4.06, -0.35, -1.98], [3.50, 0.54, 1.29], [-1.34, 1.86, -3.63], [-4.55, -1.14, -0.08], [-3.08, -2.68, -1.31], [3.36, -3.67, 1.72], [1.67, -5.11, -1.03], [1.93, -1.99, 2.53], [4.80, 2.08, 0.36], [-0.32, 3.45, -1.05], [-1.90, 3.40, -0.28], [3.95, 2.47, -2.63], [-1.39, -2.19, -1.62], [3.18, -1.51, 1.34], [3.55, 3.26, 0.80], [-3.36, -1.44, 1.22], [3.06, -5.14, 0.79], [0.19, 2.11, -2.78], [2.03, -4.74, 2.17], [-2.43, -0.48, -2.66], [-0.45, 0.48, -2.91], [-1.05, -0.24, 4.46], [-2.16, -1.66, 4.14], [2.23, 1.69, 1.82], [-1.79, 3.77, -2.02], [-3.28, 1.90, -2.55]]}



Record 3
{"formula": "CH2F2", "method": "the ωB97M-V functional and the def2-TZVPD basis", "de_lowest_kj_mol": 47.5, "lumo_ev": 1.134, "gap_ev": 13.0, "total_charge": 0, "symbols": ["F", "F", "C", "H", "H"], "positions_angstrom": [[1.16, -0.25, 0.01], [-1.12, -0.27, -0.02], [-0.05, 0.43, -0.02], [0.12, 1.16, -0.82], [-0.14, 0.96, 1.01]]}



Record 4
{"formula": "H2N4O3", "method": "the ωB97M-V functional and the def2-TZVPD basis", "de_lowest_kj_mol": 229.1, "lumo_ev": -1.107, "gap_ev": 8.8, "total_charge": 0, "symbols": ["O", "O", "O", "N", "N", "N", "N", "H", "H"], "positions_angstrom": [[-1.43, 1.76, 0.74], [-0.98, -1.62, -1.44], [0.54, 1.42, 1.56], [0.94, -0.62, -0.17], [-0.37, 1.22, 0.80], [-1.40, -0.57, -1.23], [-0.13, 0.16, -0.15], [1.06, -1.49, 0.41], [1.77, -0.25, -0.53]]}



Record 5
{"formula": "C14H18F17IN3O2", "method": "the ωB97M-V functional and the def2-TZVPD basis", "lumo_ev": -4.584, "gap_ev": 8.6, "total_charge": 1, "symbols": ["I", "F", "F", "F", "F", "F", "F", "F", "F", "F", "F", "F", "F", "F", "F", "F", "F", "F", "O", "O", "N", "N", "N", "C", "C", "C", "C", "C", "C", "C", "C", "C", "C", "C", "C", "C", "C", "H", "H", "H", "H", "H", "H", "H", "H", "H", "H", "H", "H", "H", "H", "H", "H", "H", "H"], "positions_angstrom": [[-3.54, 1.06, 0.65], [-0.68, 3.81, -2.47], [1.06, 2.90, -4.46], [4.88, -1.47, -1.49], [4.86, -0.64, 1.20], [7.51, -1.34, 1.44], [-0.75, 1.20, -1.42], [2.52, 1.34, -4.84], [1.69, 2.67, -1.71], [5.54, -3.24, 0.70], [3.36, 3.18, -3.03], [7.12, -3.95, 2.04], [5.24, 0.62, -2.04], [-8.66, -1.24, 4.54], [3.43, 0.34, -0.13], [-2.60, 0.90, -2.55], [8.99, -2.66, 0.56], [-2.49, 3.22, -1.38], [0.76, 0.83, -3.63], [7.47, -1.81, -0.76], [-3.53, -0.49, 2.02], [-5.55, -1.55, 1.44], [-5.17, -0.88, 3.62], [7.70, -2.28, 0.50], [-4.76, -0.93, 2.38], [-0.62, 1.00, -3.79], [-1.76, 3.02, -2.52], [6.99, -0.50, -1.00], [1.66, 1.83, -3.92], [2.50, 2.20, -2.69], [6.86, -3.53, 0.78], [-1.39, 1.54, -2.57], [5.47, -0.33, -1.08], [4.75, 0.21, 0.16], [-6.39, -1.51, 4.14], [-7.71, -0.94, 3.59], [-7.72, 0.55, 3.33], [-4.58, -0.42, 4.29], [-7.53, 1.13, 4.23], [-6.99, 0.85, 2.56], [-8.71, 0.83, 2.95], [5.14, 1.19, 0.44], [7.10, -4.32, 0.07], [-2.93, -0.26, 2.81], [7.34, -0.27, -2.01], [-1.01, -0.01, -3.93], [-6.37, -1.03, 1.15], [3.04, 1.33, -2.32], [-7.99, -1.48, 2.68], [-0.87, 1.57, -4.68], [7.44, 0.23, -0.33], [-6.34, -2.58, 3.96], [-2.38, 3.30, -3.38], [-6.40, -1.36, 5.22], [-5.00, -1.84, 0.64]]}



Record 6
{"formula": "C7H11N2", "method": "the ωB97M-V functional and the def2-TZVPD basis", "de_lowest_kj_mol": 722.1, "lumo_ev": [-5.336, -4.574], "gap_ev": [7.4, 8.0], "total_charge": 1, "symbols": ["N", "N", "C", "C", "C", "C", "C", "C", "C", "H", "H", "H", "H", "H", "H", "H", "H", "H", "H", "H"], "positions_angstrom": [[-1.78, 0.56, -0.75], [1.65, -1.11, -0.25], [-0.94, 1.38, -0.49], [-1.98, -0.69, 0.34], [0.12, 2.00, 0.09], [-0.68, -1.26, 0.63], [1.46, 1.50, 0.05], [2.10, 0.17, -0.03], [0.38, -1.42, -0.60], [2.86, 0.00, 0.74], [-0.05, 2.93, 0.56], [-0.15, -0.72, 1.39], [2.22, 2.14, 0.46], [-2.37, -0.07, 1.16], [-2.77, -1.29, -0.12], [2.87, 0.38, -0.83], [0.00, -0.67, -1.26], [0.46, -2.53, -1.05], [-0.91, -2.16, 1.29], [-2.53, 0.86, -1.37]]}